C24H42InO11 | ωB97M-V/def2-TZVPD

Results
Strongest force on any atom   0.030 Eh/bohr
E_tot   -1957.4432 Eh
Lowest unoccupied orbital energy   2.25 eV
Gap between HOMO and LUMO   0.23586 Eh

```
! RIJCOSX wB97M-V def2-TZVPD def2/J DEFGRID3
* xyz -1 1
C 2.85144 3.49339 0.48269
O 3.16826 4.83982 0.13556
C 2.04859 5.50698 -0.44299
C 1.05051 6.04382 0.59857
C 0.12812 4.93675 1.17603
In -1.44473 4.18277 -0.24725
H 3.71674 2.82093 0.39014
H 2.01314 3.13442 -0.13364
H 2.58938 3.49168 1.55370
H 1.56574 4.90425 -1.23223
H 2.48161 6.37946 -0.96816
H 0.44025 6.86056 0.18320
H 1.64533 6.46500 1.43482
H -0.41481 5.38924 2.03108
H 0.69439 4.10157 1.62245
H -0.83406 3.63837 -1.82662
H -2.37314 2.87972 0.61656
H -2.63046 5.54965 -0.45480
O 0.57563 1.83397 -1.48857
C 0.26739 0.68300 -1.56293
O -0.23152 -0.02838 -0.52068
C -0.38671 -1.40312 -0.90722
C -0.47570 -1.38848 -2.41863
C 0.40798 -0.20447 -2.77709
H 0.48196 -1.96224 -0.55099
H -1.28551 -1.81184 -0.44524
H -0.16282 -2.32612 -2.87657
H -1.50586 -1.18984 -2.72473
H 1.45530 -0.49636 -2.88023
H 0.06650 0.30849 -3.67313
O -4.93000 -2.08750 -0.06186
C -5.17803 -1.06757 0.52856
O -6.41222 -0.51159 0.55108
C -6.35767 0.75242 1.24460
C -5.12462 0.66616 2.11937
C -4.20482 -0.21410 1.29444
H -6.28810 1.55268 0.50387
H -7.27032 0.88787 1.82391
H -4.69851 1.63908 2.36171
H -5.36826 0.16202 3.05402
H -3.61262 0.37421 0.58863
H -3.56174 -0.82358 1.91973
O 2.17785 -3.70026 -2.04243
C 3.01167 -3.64257 -1.18809
O 3.07572 -2.63535 -0.28820
C 4.24669 -2.78516 0.52936
C 4.60787 -4.25666 0.43815
C 4.14959 -4.60964 -0.96979
H 5.03157 -2.13725 0.13174
H 4.01808 -2.47594 1.54763
H 5.66342 -4.45250 0.62316
H 4.02744 -4.82709 1.16722
H 4.92432 -4.41294 -1.71283
H 3.80468 -5.63776 -1.04519
O -4.72575 -2.01762 3.64141
C -5.04866 -3.16677 3.55228
O -5.56651 -3.87532 4.58832
C -5.74726 -5.24415 4.19354
C -5.82382 -5.21459 2.67868
C -4.91487 -4.04344 2.33345
H -4.89498 -5.82564 4.55613
H -6.65700 -5.63353 4.64851
H -5.52973 -6.15514 2.21410
H -6.84570 -4.99004 2.36488
H -3.87220 -4.35070 2.23189
H -5.24379 -3.51546 1.43862
O 5.16517 -0.78469 -2.42061
C 5.18954 0.41173 -2.48515
O 5.19847 1.21268 -1.39795
C 5.11913 2.59329 -1.80603
C 5.61785 2.61163 -3.23750
C 5.17382 1.24569 -3.74463
H 4.08386 2.92266 -1.72329
H 5.73369 3.20294 -1.14678
H 5.22934 3.44822 -3.81624
H 6.70929 2.67138 -3.25119
H 4.15631 1.26644 -4.13906
H 5.85889 0.84051 -4.48525
*
```

C24H43BrP2Re | ωB97M-V/def2-TZVPD

Results
Strongest force on any atom   0.119 Eh/bohr
⟨S²⟩   3.801
E_tot   -4274.4190 Eh
Lowest unoccupied orbital energy (alpha / beta)   -8.47 / -9.84 eV
ΔE to the lowest compared entry with this formula, charge and spin   519.4 kJ/mol
Gap between HOMO and LUMO (alpha / beta)   0.16306 / 0.10987 Eh

```
! RIJCOSX wB97M-V def2-TZVPD def2/J DEFGRID3
* xyz 2 4
Re -0.91424 -1.36700 -0.68755
C -0.59767 -2.39947 1.07809
C 0.84731 -2.37013 0.71933
C 0.56101 -0.71528 2.25257
C -0.74964 -1.14071 1.81277
C 1.52584 -1.41027 1.51117
C -1.32987 -3.69409 1.37390
H -1.22304 -4.39707 0.54844
H -2.39860 -3.54195 1.49885
H -0.97623 -4.24362 2.24064
C -1.98776 -0.58256 2.39097
H -2.83529 -0.88536 1.75314
H -1.91480 0.52383 2.44801
H -2.12436 -0.98726 3.43387
C 0.80632 0.21612 3.43529
H 0.24933 -0.15907 4.34514
H 0.43155 1.24788 3.24826
H 1.89462 0.24652 3.71558
C 3.00557 -1.26034 1.65132
H 3.45987 -1.90617 2.41286
H 3.29783 -0.24385 1.92889
H 3.50263 -1.51548 0.71996
C 1.56311 -3.48654 0.02419
H 1.87714 -4.27320 0.71068
H 2.48834 -3.12904 -0.46747
H 0.95400 -3.94959 -0.76213
C -1.75713 0.01280 -2.93915
C -1.85457 -1.37100 -2.79930
C -0.89668 -2.40415 -3.41156
C 0.54935 -2.19790 -2.93236
C 0.74535 -1.51677 -1.61654
C 0.42897 -0.11711 -1.39211
C 0.55769 0.82378 -2.62132
C -0.63914 0.75302 -3.57132
H -0.91556 -2.38982 -4.51484
H 1.16869 -1.61504 -3.63091
H -1.29338 -3.39651 -3.10124
H -0.31941 0.36034 -4.54785
H -2.64243 0.65484 -2.77663
H -2.91320 -1.71948 -2.88640
H -0.96509 1.78106 -3.78929
H 0.74748 1.87319 -2.34137
H 1.04517 0.30043 -0.55411
H 1.48717 0.47814 -3.10162
H 0.99155 -3.21934 -2.92828
H 1.76222 -1.78327 -1.29634
P -1.37599 2.80325 1.20385
P 1.66654 2.58443 0.96838
C -0.62478 3.63973 -0.26387
C 0.89978 3.82184 -0.21042
H -1.12305 4.59943 -0.30779
H -0.91031 3.03234 -1.12473
H 1.40296 3.67103 -1.18227
H 1.21669 4.77760 0.18867
C 1.90552 3.49330 2.52048
H 2.76827 3.01105 2.97718
H 1.05487 3.42022 3.19629
H 2.13266 4.53343 2.28502
C 3.35733 2.43866 0.31344
H 3.47096 3.17414 -0.50491
H 3.50740 1.41289 -0.07494
H 4.06058 2.64033 1.14206
C -3.08008 2.60785 0.58363
H -3.57224 1.77400 1.10731
H -3.08862 2.42087 -0.49917
H -3.61164 3.53857 0.80167
C -3.00629 -1.96231 -0.55366
H -3.24146 -2.62621 -1.40937
H -3.40742 -0.92721 -0.80442
H -3.35344 -2.26545 0.41108
Br -1.74819 4.50274 2.65225
*
```